Record 1
Computed, not measured: a 2-piece molecular cluster, C18H19N4O7 overall at a distorted geometry, with ωB97M-V with the def2-TZVPD basis set.

Geometry as XYZ:
```
48
Properties=species:S:1:pos:R:3:forces:R:3
C 4.047856 -1.601488 2.561105 0.1 -0.2 0.2
C 3.467144 -0.221523 2.419257 -0.4 0.3 0.0
O 2.037112 -0.333620 2.282388 0.5 0.3 0.2
C 1.254201 0.552277 2.994850 -0.9 -0.1 0.7
C -0.176225 0.244445 2.695933 0.5 0.7 1.2
C -1.234305 1.171527 3.140981 0.9 0.0 0.2
O -1.042901 2.389642 3.241300 -0.5 -0.6 -0.4
C -2.626037 0.577946 3.459315 0.2 0.7 0.2
C -3.306395 -0.147299 2.300864 -0.5 -0.3 -0.1
C -3.126907 -1.672244 2.209090 0.0 0.0 -0.6
C -1.924490 -2.096557 1.352031 0.0 -0.2 -0.2
C -0.638476 -2.288508 2.133806 0.1 -0.2 0.1
C -0.367983 -1.184260 3.141851 0.3 -0.9 0.0
O 1.705706 1.331205 3.804109 0.2 -0.3 -0.5
H 5.137586 -1.546628 2.536098 0.0 0.0 0.0
H 3.756861 -2.032278 3.524312 0.0 -0.1 -0.2
H 3.711089 -2.255626 1.752001 0.0 0.0 0.1
H 3.696953 0.404910 3.287209 0.0 0.0 -0.2
H 3.824474 0.267172 1.506442 0.1 0.0 0.2
H -2.551593 -0.065787 4.350682 -0.2 0.2 -0.2
H -3.267175 1.428758 3.731718 0.4 -0.1 0.0
H -4.386354 0.037553 2.396655 0.2 0.0 0.0
H -3.004612 0.298133 1.342263 -0.1 0.0 0.2
H -3.074438 -2.127336 3.205840 -0.1 0.0 0.0
H -4.024000 -2.076387 1.719800 0.1 0.1 0.2
H -2.155377 -3.033149 0.828182 0.0 0.1 0.0
H -1.757297 -1.345135 0.571553 -0.2 -0.2 0.2
H -0.691831 -3.214271 2.726276 0.0 0.0 -0.2
H 0.211682 -2.399080 1.446156 -0.1 0.1 0.1
H 0.550708 -1.482959 3.675331 -0.4 0.0 0.0
H -1.170266 -1.194604 3.893242 0.3 -0.2 -0.2
N 1.657018 4.437431 3.018032 0.0 -1.7 -1.6
C 1.645503 3.569258 2.233337 -0.1 2.0 1.5
C 1.705305 2.610858 1.173086 -0.6 -1.0 -0.4
C 0.619082 1.700087 0.909824 -1.0 1.5 0.0
C 0.696366 0.966279 -0.288694 -1.4 -0.6 -1.3
N -0.376498 0.452080 -1.006660 1.7 1.4 0.4
O -1.570162 0.337001 -0.755505 0.8 0.0 -0.4
O 0.107147 0.232138 -2.315865 -0.3 -0.4 0.8
N 1.445022 0.559474 -2.416074 0.2 0.4 2.3
C 1.790231 0.992561 -1.167938 0.3 0.3 -2.6
C 2.940732 1.800027 -0.799421 0.0 0.4 0.7
N 4.153798 1.897838 -1.571273 1.3 0.6 -0.4
O 4.345173 1.198498 -2.583023 -0.8 0.8 1.6
O 5.008936 2.724347 -1.153574 -1.2 -1.3 -0.8
C 2.818949 2.649178 0.322249 0.2 -1.0 -0.4
H -0.375910 1.965114 1.250912 0.4 0.2 -0.1
H 3.623408 3.354565 0.557125 -0.3 -0.4 -0.3
```
Positions in Å, forces in eV/Å.

Properties
**ΔE to the lowest compared entry with this formula, charge and spin**: 0.5149 eV
**HOMO level**: -4.51 eV
**LUMO energy**: 1.1 eV
**Gap between HOMO and LUMO**: 5.6 eV
**Charge**: -1
**Energy**: -39259.7356 eV

Taken from the natural (NBO) analysis, the atomic charges in e are:
1. C -0.621
2. C -0.080
3. O -0.575
4. C 0.798
5. C -0.370
6. C 0.533
7. O -0.608
8. C -0.499
9. C -0.390
10. C -0.402
11. C -0.417
12. C -0.386
13. C -0.403
14. O -0.626
15. H 0.206
16. H 0.205
17. H 0.210
18. H 0.211
19. H 0.176
20. H 0.204
21. H 0.224
22. H 0.196
23. H 0.221
24. H 0.188
25. H 0.199
26. H 0.192
27. H 0.225
28. H 0.181
29. H 0.205
30. H 0.207
31. H 0.197
32. N -0.328
33. C 0.313
34. C -0.284
35. C -0.066
36. C 0.043
37. N 0.399
38. O -0.406
39. O -0.160
40. N -0.100
41. C 0.112
42. C -0.091
43. N 0.508
44. O -0.392
45. O -0.445
46. C -0.047
47. H 0.277
48. H 0.267

=====

Record 2
Computed, not measured: C18H19N7O3PdS3 as an isolated structure at a distorted geometry, with ωB97M-V with the def2-TZVPD basis set.

Geometry as XYZ:
```
51
Properties=species:S:1:pos:R:3:forces:R:3
Pd 0.896432 -2.020090 0.880435 -0.5 -0.9 -0.3
N 4.723134 -0.492423 1.901980 0.0 0.0 0.0
C 3.462389 -0.956081 1.808086 -0.2 -0.1 -0.1
S 3.087130 -1.956799 0.405211 0.3 0.4 0.3
N 2.641580 -0.658514 2.791221 0.0 -0.1 0.0
N 1.411064 -1.199910 2.600500 0.2 0.1 -0.1
C 0.475700 -1.067217 3.459726 -0.2 -0.1 0.0
C -0.820766 -1.685928 3.145750 0.1 0.1 0.1
C -1.882604 -1.659797 4.031156 -0.1 0.0 0.0
C -3.079850 -2.250047 3.655476 0.0 0.0 0.0
C -3.183074 -2.844892 2.410553 0.1 0.0 0.0
C -2.075753 -2.832106 1.574696 -0.1 0.0 0.0
N -0.928539 -2.280832 1.938356 0.3 0.5 0.0
H 5.302383 -0.501452 1.083383 0.0 0.0 0.0
H 4.929346 0.165321 2.634858 0.0 0.0 0.0
H 0.633792 -0.510089 4.375822 0.0 0.0 0.0
H -1.772218 -1.170595 4.988727 0.0 0.0 0.0
H -3.926894 -2.236003 4.328374 0.0 0.0 0.0
H -4.103286 -3.302281 2.077722 0.0 0.0 0.0
H -2.095516 -3.268660 0.583723 0.0 0.0 0.0
C 2.343388 -1.770069 -3.132573 0.0 0.0 0.0
N 0.965571 -1.356639 -3.011297 -0.1 0.0 0.1
C 0.488895 -0.152921 -3.694494 0.0 0.0 0.0
C -0.921622 0.040398 -3.107866 0.1 0.0 0.0
N -1.062072 -1.116220 -2.224976 -0.2 0.0 -0.1
C 0.071183 -1.811524 -2.147372 0.2 0.1 0.0
S 0.305307 -3.175598 -1.106280 -0.1 0.0 0.1
H 2.989710 -0.964128 -2.781987 0.0 0.0 0.0
H 2.569054 -2.001900 -4.174808 0.0 0.0 0.0
H 2.506085 -2.653180 -2.521215 0.0 0.0 0.0
H 0.472073 -0.319679 -4.773155 0.0 0.0 0.0
H 1.157320 0.675675 -3.462574 0.0 0.0 0.0
H -1.695358 0.034330 -3.874289 0.0 0.0 0.0
H -1.011467 0.963566 -2.537642 0.0 0.0 0.0
H -1.676367 -1.048325 -1.419667 0.1 0.0 0.1
O -2.202901 0.191339 0.074764 0.0 0.1 0.0
S -1.129387 0.982313 0.664157 0.1 -0.2 0.0
O -1.153461 1.040956 2.106704 0.0 0.1 0.0
N 0.294522 0.524834 0.087903 -0.2 0.2 -0.1
C 0.864842 1.481097 -0.688964 0.1 -0.1 0.2
O 1.916051 1.375274 -1.308395 -0.1 0.0 -0.1
C 0.039085 2.748992 -0.731461 0.0 0.0 -0.1
C 0.332184 3.930033 -1.388888 0.0 0.0 0.0
C -0.590063 4.966523 -1.310123 0.0 0.0 0.0
C -1.775073 4.818413 -0.591389 0.0 0.0 0.0
C -2.067443 3.629893 0.067848 0.0 0.0 0.0
C -1.136658 2.615165 -0.024441 0.0 0.0 0.0
H 1.258217 4.026273 -1.940645 0.0 0.0 0.0
H -0.387786 5.904914 -1.810391 0.0 0.0 0.0
H -2.475542 5.642118 -0.543330 0.0 0.0 0.0
H -2.982737 3.506473 0.631090 0.0 0.0 0.0
```
Positions in Å, forces in eV/Å.

Properties
**ΔE to the lowest compared entry with this formula, charge and spin**: 0.0000 eV
**HOMO level**: -7.87 eV
**LUMO energy**: -0.4 eV
**Gap between HOMO and LUMO**: 7.5 eV
**Energy**: -71534.9541 eV

Taken from the natural (NBO) analysis, the atomic charges in e are:
1. Pd 0.663
2. N -0.780
3. C 0.310
4. S -0.160
5. N -0.424
6. N -0.196
7. C 0.062
8. C 0.185
9. C -0.212
10. C -0.141
11. C -0.248
12. C 0.084
13. N -0.462
14. H 0.405
15. H 0.405
16. H 0.215
17. H 0.229
18. H 0.223
19. H 0.229
20. H 0.227
21. C -0.413
22. N -0.376
23. C -0.230
24. C -0.228
25. N -0.581
26. C 0.407
27. S -0.227
28. H 0.231
29. H 0.197
30. H 0.243
31. H 0.198
32. H 0.241
33. H 0.205
34. H 0.217
35. H 0.460
36. O -1.002
37. S 2.293
38. O -0.964
39. N -0.966
40. C 0.629
41. O -0.653
42. C -0.155
43. C -0.174
44. C -0.204
45. C -0.201
46. C -0.211
47. C -0.244
48. H 0.234
49. H 0.216
50. H 0.217
51. H 0.231

=====

Record 3
Computed, not measured: C18H19N9Pt as an isolated structure, with ωB97M-V with the def2-TZVPD basis set.

Geometry as XYZ:
```
47
Properties=species:S:1:pos:R:3:forces:R:3
Pt -0.034153 -0.365211 -0.014450 0.1 0.0 0.0
C 1.380641 2.778384 0.221605 0.0 0.0 0.0
N -0.048236 2.571866 0.168428 0.0 -0.1 0.0
C -0.700172 2.845298 -1.091642 0.0 0.0 0.0
C -0.597015 1.706618 -2.063604 0.0 0.0 0.0
N -0.395547 0.429787 -1.787456 0.0 0.1 0.0
C -0.413134 -0.278848 -2.993108 0.0 -0.1 0.0
C -0.247234 -1.634030 -3.262722 0.0 0.0 0.0
C -0.338850 -2.019371 -4.582838 0.0 0.0 0.0
C -0.588750 -1.090129 -5.607541 0.0 0.0 0.0
C -0.756137 0.252793 -5.344620 0.0 0.0 0.0
C -0.661019 0.635248 -4.011206 0.0 0.0 0.0
N -0.764137 1.871151 -3.385113 0.0 0.0 0.0
C 2.160255 1.614961 -0.317636 0.0 0.0 0.0
N 1.763736 0.357583 -0.412866 -0.1 0.1 0.0
C 2.824661 -0.388315 -0.936552 0.0 -0.1 0.0
C 2.931735 -1.742142 -1.240457 0.0 0.0 0.0
C 4.143284 -2.172748 -1.736845 0.0 0.0 0.0
C 5.219627 -1.288800 -1.926366 0.0 0.0 0.0
C 5.118623 0.052781 -1.625118 0.0 0.0 0.0
C 3.893340 0.480901 -1.126658 0.0 0.0 0.0
N 3.431922 1.730250 -0.730928 0.0 0.0 0.0
H 1.706993 3.679771 -0.316000 0.0 0.0 0.0
H 1.668841 2.911262 1.266691 0.0 0.0 0.0
H -0.516135 3.031950 0.933126 0.0 0.0 0.0
H -1.761270 3.016537 -0.897462 0.0 0.0 0.0
H -0.317298 3.747463 -1.589187 0.0 0.0 0.0
H -0.064923 -2.346294 -2.469927 0.0 0.0 0.0
H -0.220934 -3.062346 -4.841298 0.0 0.0 0.0
H -0.653908 -1.439612 -6.628215 0.0 0.0 0.0
H -0.951341 0.965400 -6.133728 0.0 0.0 0.0
H -0.953592 2.752094 -3.837264 0.0 0.0 0.0
H 2.102973 -2.419343 -1.086142 0.0 0.0 0.0
H 4.275382 -3.216628 -1.984668 0.0 0.0 0.0
H 6.151467 -1.672692 -2.316794 0.0 0.0 0.0
H 5.948491 0.730498 -1.768894 0.0 0.0 0.0
H 3.962936 2.587226 -0.731684 0.0 0.0 0.0
N -3.120409 -4.144125 4.469982 0.0 0.0 0.0
C -2.317705 -3.838144 3.464274 0.1 -0.1 -0.1
N -1.693307 -4.797425 2.784045 0.0 0.0 0.0
N -2.177267 -2.532347 3.193338 -0.1 0.1 0.2
C -1.535845 -2.037913 2.228064 0.0 0.1 -0.1
N -0.989261 -1.448028 1.373292 0.1 -0.1 -0.1
H -3.287146 -5.091890 4.763623 0.0 0.0 0.0
H -3.577211 -3.394590 4.964247 0.0 0.0 0.0
H -1.801091 -5.771170 3.015124 0.0 0.0 0.0
H -1.068243 -4.562389 2.032485 0.0 0.0 0.0
```
Positions in Å, forces in eV/Å.

Properties
**ΔE to the lowest compared entry with this formula, charge and spin**: 1.7456 eV
**HOMO level**: -14.17 eV
**LUMO energy**: -7.0 eV
**Gap between HOMO and LUMO**: 7.2 eV
**Charge**: +2
**Energy**: -35619.9485 eV

Taken from the natural (NBO) analysis, the atomic charges in e are:
1. Pt 0.904
2. C -0.277
3. N -0.618
4. C -0.277
5. C 0.427
6. N -0.443
7. C 0.144
8. C -0.225
9. C -0.187
10. C -0.173
11. C -0.213
12. C 0.098
13. N -0.488
14. C 0.428
15. N -0.446
16. C 0.145
17. C -0.239
18. C -0.174
19. C -0.177
20. C -0.213
21. C 0.098
22. N -0.488
23. H 0.209
24. H 0.258
25. H 0.407
26. H 0.258
27. H 0.209
28. H 0.228
29. H 0.238
30. H 0.243
31. H 0.244
32. H 0.445
33. H 0.229
34. H 0.237
35. H 0.243
36. H 0.244
37. H 0.445
38. N -0.722
39. C 0.678
40. N -0.754
41. N -0.595
42. C 0.663
43. N -0.727
44. H 0.424
45. H 0.442
46. H 0.427
47. H 0.423

=====

Record 4
Computed, not measured: C18H19NO2Sn as an isolated structure at a distorted geometry, with ωB97M-V with the def2-TZVPD basis set.

Geometry as XYZ:
```
41
Properties=species:S:1:pos:R:3:forces:R:3
C -1.211288 1.978485 -0.346542 -1.1 -0.6 -1.0
C 1.740419 1.210315 -1.132737 0.1 -0.6 0.2
C -0.683474 2.910350 0.672817 -1.2 -0.7 0.0
H -2.264995 2.312381 -0.458319 0.4 -0.5 -0.1
C 1.884280 0.936162 0.167335 0.5 -0.2 -0.6
H 2.199147 0.527425 -1.858355 -0.3 -0.1 0.5
H -1.431560 3.478415 1.232494 0.2 -0.2 -0.2
H 2.405350 0.006194 0.424375 0.0 0.3 -0.2
C 0.692768 3.058670 1.100576 1.4 0.0 1.3
H 0.636136 3.574423 2.075259 0.3 0.0 -0.3
H 1.280030 3.725197 0.452848 -0.1 -0.1 0.1
C -0.561387 2.140175 -1.756322 -0.2 -0.1 0.2
H -1.012589 3.023484 -2.232137 0.1 -0.2 0.0
H -0.828460 1.262971 -2.364930 0.0 0.2 0.1
C 0.964454 2.317580 -1.776535 0.1 0.3 -0.6
H 1.228500 3.300536 -1.373048 -0.1 -0.2 -0.2
H 1.266954 2.323409 -2.836332 -0.1 0.2 0.3
C 1.521914 1.762438 1.352621 -0.6 0.4 0.1
H 2.446475 2.066577 1.871479 -0.2 -0.1 -0.2
H 0.984293 1.118210 2.063919 0.0 0.2 0.0
Sn -2.509172 -1.426079 -1.023176 0.0 0.0 0.0
H -1.345488 0.809849 -0.169803 0.7 1.9 0.4
O 1.552332 -2.224283 -1.016182 -0.9 -0.1 0.2
C 0.363958 -2.122654 -0.751024 0.2 0.6 -1.1
O -0.549958 -1.560125 -1.556846 1.2 -0.7 0.3
C -0.202979 -2.560862 0.553199 -0.9 0.6 0.0
C 0.525974 -3.265891 1.511257 -0.3 -0.2 0.7
C -0.076124 -3.529026 2.730745 0.8 -0.1 -0.5
C -1.355574 -3.004663 3.020011 -1.1 0.6 -0.2
C -1.956923 -3.094275 4.302293 -0.1 0.2 -0.1
C -3.168800 -2.476373 4.561509 0.4 -0.3 0.1
C -3.851899 -1.783140 3.544324 0.2 0.0 -0.6
C -3.316889 -1.711177 2.266653 -0.3 0.0 0.3
C -2.072174 -2.301314 1.992719 1.0 -0.6 0.5
N -1.480143 -2.164902 0.753803 -0.1 -0.1 0.2
H 1.531862 -3.572737 1.237478 -0.2 0.0 0.2
H 0.437476 -4.110110 3.498406 -0.1 0.2 -0.2
H -1.414449 -3.641875 5.076743 -0.3 0.2 -0.1
H -3.602125 -2.524514 5.561530 0.1 0.0 -0.3
H -4.802403 -1.295760 3.760705 0.3 -0.1 -0.1
H -3.843221 -1.184325 1.461693 0.2 -0.1 0.4
```
Positions in Å, forces in eV/Å.

Properties
**ΔE to the lowest compared entry with this formula, charge and spin**: 0.5533 eV
**HOMO level (alpha / beta)**: -7.29 / -5.97 eV
**LUMO energy (alpha / beta)**: -0.9 / -1.1 eV
**Gap between HOMO and LUMO (alpha / beta)**: 6.3 / 4.9 eV
**Energy**: -30388.5627 eV

Taken from the natural (NBO) analysis, the atomic charges in e are:
1. C -0.483
2. C -0.194
3. C -0.081
4. H 0.215
5. C -0.188
6. H 0.217
7. H 0.179
8. H 0.211
9. C -0.483
10. H 0.214
11. H 0.215
12. C -0.378
13. H 0.201
14. H 0.205
15. C -0.456
16. H 0.205
17. H 0.214
18. C -0.433
19. H 0.216
20. H 0.204
21. Sn 0.941
22. H 0.187
23. O -0.597
24. C 0.738
25. O -0.863
26. C 0.088
27. C -0.212
28. C -0.143
29. C -0.084
30. C -0.171
31. C -0.213
32. C -0.184
33. C -0.214
34. C 0.163
35. N -0.599
36. H 0.257
37. H 0.221
38. H 0.219
39. H 0.223
40. H 0.224
41. H 0.216